65
Properties=species:S:1:pos:R:3 method="wB97M-V/def2-TZVPD" homo_energy_ev="-10.62 / -10.66" max_force_ev_per_a=1.87 total_energy_ev=-91538.7886 homo_lumo_gap_ev="6.870 / 6.487" total_charge=+1 e_above_lowest_kcal_mol=6.9 spin_multiplicity=2 s2=0.76
Re 0.127 1.040 -0.061
N -0.425 3.500 3.624
C -0.007 2.807 2.537
S -1.183 2.526 1.289
N 1.219 2.406 2.502
N 1.556 1.707 1.316
C 2.828 1.471 1.302
C 3.553 0.700 0.345
C 4.955 0.636 0.455
C 5.689 -0.137 -0.410
C 5.022 -0.883 -1.389
C 3.649 -0.855 -1.495
C 2.907 -0.047 -0.633
O 1.577 -0.045 -0.760
H -1.346 3.896 3.649
H 0.256 3.803 4.299
H 3.376 1.891 2.140
H 5.442 1.212 1.232
H 6.766 -0.175 -0.332
H 5.593 -1.497 -2.073
H 3.124 -1.433 -2.244
S -1.286 -2.593 5.931
C -0.735 -1.736 7.297
C -0.210 -0.525 6.960
C -0.259 -0.289 5.563
C -0.819 -1.328 4.869
C -1.043 -1.417 3.422
C -0.388 -0.498 2.580
N -0.560 -0.473 1.271
C -1.377 -1.399 0.703
C -2.035 -2.375 1.441
C -2.843 -3.338 0.737
C -2.933 -3.321 -0.610
C -2.230 -2.333 -1.388
C -2.218 -2.287 -2.790
C -1.458 -1.344 -3.452
C -0.739 -0.418 -2.674
N -0.805 -0.396 -1.359
C -1.498 -1.362 -0.715
C -1.373 -1.255 -4.912
C -1.060 -0.148 -5.651
C -1.067 -0.407 -7.047
C -1.380 -1.701 -7.332
S -1.670 -2.613 -5.919
C -1.862 -2.356 2.833
H -0.823 -2.172 8.279
H 0.191 0.172 7.680
H 0.093 0.623 5.101
H 0.293 0.235 2.988
H -3.366 -4.092 1.312
H -3.526 -4.062 -1.129
H -2.808 -3.003 -3.350
H -0.120 0.336 -3.144
H -0.877 0.827 -5.218
H -0.854 0.335 -7.800
H -1.455 -2.168 -8.300
H -2.384 -3.088 3.439
C -1.069 4.570 -1.700
S -0.784 2.890 -2.074
O -1.705 2.031 -1.270
O -0.809 2.727 -3.493
O 0.559 2.555 -1.468
H -2.104 4.789 -1.956
H -0.388 5.159 -2.310
H -0.896 4.724 -0.638